Entry from the OMol25 dataset: C3H3FN2S in the gas phase in a non-equilibrium geometry (ωB97M-V/def2-TZVPD).

Summary:
Energy relative to the best compared isomer or geometry (same formula, charge and spin), kcal/mol: 6.61
Total energy, a.u.: -723.67317
Multiplicity: 1
LUMO, eV: 0.68
Kohn-Sham gap, eV: 8.57
SMILES: Fc1c[nH]c(=S)[nH]1

Cartesian coordinates (Å):
F1 -0.49981 2.18128 1.08468
C1 -0.21295 1.09249 0.42093
C2 0.41651 0.92821 -0.74294
N1 0.53864 -0.49138 -0.92009
C3 -0.12287 -1.11319 0.08391
S1 -0.59985 -2.75151 0.27515
N2 -0.44100 -0.13565 1.01083
H1 0.85617 1.62319 -1.48285
H2 0.91874 -1.06437 -1.64573
H3 -0.85357 -0.26907 1.91610

Forces on atoms 1 to 2 (eV/Å):
-0.17 0.53 0.19
0.67 -0.60 0.32